Here is a 7-piece molecular cluster, C22H18F8O23S overall from the OMol25 dataset. Energies are from the ωB97M-V functional and the def2-TZVPD basis.

```
72
Properties=species:S:1:pos:R:3:forces:R:3
O 0.50038 -0.17030 6.03495 -0.2 0.6 0.4
C 0.15726 -0.43150 4.94103 0.3 -0.7 -0.4
O -0.97315 -1.12905 4.60831 -0.2 -0.1 0.2
C -0.86790 -1.61232 3.30113 0.1 0.9 0.0
O -1.78692 -2.04883 2.71731 -0.2 -0.6 -0.1
C 0.48421 -1.22486 2.80271 0.1 0.0 0.0
S 1.24558 -1.81292 1.34974 -0.2 -0.1 -0.5
O 1.50104 -0.76335 0.43743 0.0 0.1 0.2
O 0.61993 -3.02074 0.97262 0.0 -0.1 0.0
F 2.62265 -2.19725 1.98902 0.0 0.1 0.0
C 0.97273 -0.35543 3.67647 0.5 0.5 0.2
F 2.04331 0.39165 3.60969 -0.4 -0.5 0.1
C -4.89983 0.85382 6.38820 -0.1 0.0 0.0
C -5.07919 -0.12909 5.24529 0.0 0.1 0.0
O -4.52416 0.58310 4.15201 0.2 -0.1 0.0
C -3.61395 1.45867 4.63700 0.1 -0.1 0.0
O -2.79811 2.02013 3.97782 0.0 0.0 0.0
O -3.73837 1.58098 5.97331 0.0 0.0 0.0
F -6.37762 -0.39668 4.99246 0.0 0.1 0.0
H -5.75310 1.53132 6.44045 0.0 0.0 0.0
H -4.72675 0.39053 7.35406 0.1 0.0 0.0
H -4.54073 -1.07131 5.35923 -0.1 0.0 0.0
C 0.14043 0.52096 -1.99913 0.0 0.1 0.0
C 0.19517 1.09906 -3.39671 0.1 0.0 0.0
O -0.95094 0.53169 -4.00593 -0.1 0.2 0.0
C -1.85852 0.25990 -3.02377 0.1 -0.1 0.0
O -2.99291 -0.01777 -3.22496 0.0 -0.1 0.0
O -1.27187 0.34608 -1.81294 0.0 0.0 0.0
F 1.29917 0.70565 -4.07644 0.0 -0.1 0.0
H 0.63454 -0.44896 -1.96303 0.1 0.0 -0.1
H 0.55472 1.17205 -1.23724 -0.1 0.0 0.0
H 0.12727 2.18676 -3.44496 0.1 0.0 0.0
C 4.30037 3.83820 -4.25855 0.0 0.0 -0.1
C 3.07502 4.57134 -3.74178 0.1 -0.1 0.0
O 2.45884 3.58123 -2.94256 -0.1 0.1 0.2
C 3.41462 2.70843 -2.51607 -0.1 0.0 -0.1
O 3.24847 1.90936 -1.65726 0.0 0.0 0.0
O 4.55638 2.90262 -3.20599 0.0 0.0 0.0
F 2.23120 4.93547 -4.73262 0.0 -0.1 0.0
H 4.05728 3.29675 -5.17384 0.0 0.0 0.0
H 5.16642 4.47324 -4.41507 0.0 0.0 0.1
H 3.28775 5.44523 -3.12396 0.0 0.1 -0.1
C 3.37396 -5.55493 2.13026 -0.1 -0.1 -0.1
C 4.70322 -6.28341 2.14678 0.0 0.1 0.1
O 5.24905 -5.88247 3.38785 0.0 -0.2 0.1
C 4.22280 -5.56324 4.22576 0.0 0.1 -0.1
O 4.32396 -5.40344 5.39252 0.0 0.0 0.0
O 3.06738 -5.46315 3.52220 0.0 0.0 0.0
F 5.52404 -5.88902 1.14690 0.0 0.1 0.0
H 3.48556 -4.55334 1.71547 0.1 0.0 -0.1
H 2.58864 -6.08583 1.60046 -0.1 0.0 0.1
H 4.62845 -7.37201 2.12647 0.0 0.0 -0.1
C -2.45557 4.54778 2.17996 0.0 0.0 0.0
C -1.92579 3.73684 1.01505 0.0 0.0 0.0
O -1.68576 4.73034 0.03670 0.2 0.0 0.0
C -1.46194 5.91470 0.67483 -0.1 0.0 0.0
O -1.01221 6.88186 0.16200 0.0 0.0 0.0
O -1.81364 5.81133 1.97657 0.0 0.0 0.0
F -2.82561 2.84956 0.53714 -0.1 0.1 0.0
H -3.53655 4.66978 2.09321 0.0 -0.1 0.0
H -2.20277 4.13915 3.15061 0.1 0.1 0.0
H -0.99189 3.20880 1.21878 0.0 -0.1 0.0
C -1.52697 -1.91801 -5.95342 -0.1 0.0 0.1
C -2.20630 -2.86010 -6.92729 0.1 0.1 0.0
O -1.23776 -2.98873 -7.94940 0.0 -0.2 0.0
C -0.00905 -2.75524 -7.40552 0.0 0.1 0.0
O 1.02052 -3.00208 -7.93391 0.0 0.0 0.0
O -0.14519 -2.21519 -6.17305 0.0 0.0 0.0
F -3.34190 -2.34282 -7.45032 0.0 0.1 0.0
H -1.72587 -0.87845 -6.21314 -0.1 0.0 0.0
H -1.79320 -2.09255 -4.91576 0.1 -0.1 0.0
H -2.43033 -3.84997 -6.52518 -0.1 0.0 0.0
```
Forces are in eV/Å.

Properties
LUMO = -2.233 eV
HOMO = -0.414 Eh
Calculated total energy = -102772.8678 eV
Structure (SMILES) = O=C1OC(=O)C(S(=O)(=O)F)=C1F.O=C1OC[C@@H](F)O1.O=C1OC[C@@H](F)O1.O=C1OC[C@@H](F)O1.O=C1OC[C@@H](F)O1.O=C1OC[C@@H](F)O1.O=C1OC[C@@H](F)O1
Largest force on an atom = 0.9 eV Å⁻¹
2S+1 = 1